1.
C30H31N3O2SZr as an isolated structure, computed with wB97M-V/def2-TZVPD.

## Properties
HOMO energy	-13.99	eV

Structure (ORCA input):
```
! RIJCOSX wB97M-V def2-TZVPD def2/J DEFGRID3
* xyz 2 1
Zr 1.166 -0.580 -0.968
C -2.537 0.313 3.403
C -1.503 0.565 4.499
C -1.639 -0.537 5.561
C -1.786 1.934 5.135
C -0.078 0.557 3.956
C 0.999 0.771 4.845
C 2.314 0.777 4.441
C 2.575 0.556 3.090
S 4.100 0.486 2.262
C 3.317 0.178 0.787
N 1.981 0.138 0.888
C 1.533 0.350 2.196
C 0.206 0.351 2.617
C 3.998 -0.048 -0.498
C 5.388 -0.028 -0.565
C 6.019 -0.273 -1.773
C 5.272 -0.555 -2.910
C 3.886 -0.597 -2.843
C 3.217 -0.336 -1.649
H -3.533 0.309 3.844
H -2.393 -0.657 2.920
H -2.522 1.097 2.642
H -2.653 -0.535 5.963
H -0.955 -0.387 6.396
H -1.444 -1.522 5.134
H -2.812 1.962 5.504
H -1.663 2.739 4.409
H -1.127 2.135 5.980
H 0.787 0.938 5.892
H 3.113 0.944 5.149
H -0.595 0.199 1.903
H 5.984 0.183 0.315
H 7.099 -0.252 -1.827
H 5.774 -0.754 -3.847
H 3.329 -0.842 -3.739
O -0.567 -1.819 -1.438
C 0.054 -2.837 -0.964
O 1.337 -2.671 -0.844
C -0.590 -4.062 -0.522
C -0.120 -4.704 0.624
C -0.751 -5.857 1.054
C -1.812 -6.380 0.324
C -2.263 -5.747 -0.829
C -1.666 -4.573 -1.248
H 0.729 -4.306 1.164
H -0.409 -6.358 1.949
H -2.290 -7.292 0.655
H -3.082 -6.169 -1.395
H -2.016 -4.059 -2.134
N 0.242 1.148 -1.944
C -0.326 1.919 -2.618
N -0.930 2.773 -3.343
C -2.228 3.371 -2.909
C -3.295 3.130 -3.973
C -2.709 3.181 -5.396
C -1.406 3.972 -5.430
C -0.332 3.241 -4.638
H -2.038 4.432 -2.753
H -2.494 2.935 -1.948
H -4.055 3.902 -3.842
H -3.785 2.173 -3.798
H -3.434 3.615 -6.082
H -2.515 2.167 -5.755
H -1.552 4.979 -5.035
H -1.040 4.089 -6.449
H 0.527 3.873 -4.415
H 0.001 2.355 -5.178
*
```

Mulliken population analysis, charges in e, atoms 1 to 4:
1. Zr 1.16
2. C -2.09
3. C 1.98
4. C -1.55

2.
A 3-piece molecular cluster, C3H14N2O2 overall, computed with wB97M-V/def2-TZVPD.

## Properties
HOMO energy	-8.85	eV
SMILES	NCCCN.O.O

Structure (ORCA input):
```
! RIJCOSX wB97M-V def2-TZVPD def2/J DEFGRID3
* xyz 0 1
C 1.586 0.735 -0.576
C 0.843 -0.432 0.052
C 0.363 -0.124 1.455
N -0.511 -1.214 1.949
N 1.877 0.429 -1.973
H 0.982 1.641 -0.459
H 2.531 0.898 -0.046
H -0.016 -0.676 -0.576
H 1.487 -1.315 0.050
H -0.236 0.788 1.450
H 1.219 0.037 2.113
H -0.040 -2.103 1.798
H -0.608 -1.144 2.954
H 2.408 1.186 -2.400
H 0.998 0.383 -2.475
H -1.972 -0.846 0.921
H -3.480 -0.594 0.655
O -2.612 -0.521 0.243
H -1.862 1.425 -2.293
H -1.744 0.482 -1.092
O -1.212 0.966 -1.750
*
```

Mulliken population analysis, charges in e, atoms 1 to 4:
1. C -0.56
2. C -0.41
3. C -0.72
4. N -0.62

3.
A 2-piece molecular cluster, C28H32NO3 overall, computed with wB97M-V/def2-TZVPD.

## Properties
HOMO energy	-8.65	eV

Structure (ORCA input):
```
! RIJCOSX wB97M-V def2-TZVPD def2/J DEFGRID3
* xyz 1 1
C -2.562 6.595 0.420
O -3.190 5.318 0.689
C -2.453 4.305 1.215
C -3.125 3.068 1.408
C -2.413 1.960 1.778
C -1.009 2.035 1.964
C -0.348 0.823 2.305
O 0.892 0.824 2.723
C 1.321 -0.070 3.777
C -0.350 3.291 1.861
C -1.068 4.414 1.512
H -3.371 7.184 -0.011
H -2.202 7.061 1.346
H -1.738 6.493 -0.299
H -4.196 3.033 1.222
H -2.901 1.003 1.952
H -0.956 -0.083 2.466
H 2.313 0.292 4.045
H 0.641 -0.013 4.639
H 1.368 -1.104 3.408
H 0.716 3.358 2.079
H -0.568 5.382 1.432
C -5.259 -1.632 -1.928
O -4.508 -0.397 -2.015
C -3.163 -0.457 -2.191
C -2.462 0.774 -2.306
C -1.089 0.787 -2.278
C -0.348 -0.396 -1.993
C 1.045 -0.297 -1.654
C 1.807 -1.297 -1.027
N 3.156 -1.349 -1.154
C 3.876 -0.623 -2.194
C 5.365 -0.739 -1.839
C 5.462 -1.588 -0.568
C 4.036 -2.016 -0.200
C 1.150 -2.261 -0.107
C 0.126 -1.781 0.717
C -0.533 -2.606 1.621
C -0.194 -3.965 1.682
C 0.809 -4.469 0.846
C 1.483 -3.627 -0.042
C -1.057 -1.628 -2.080
C -2.429 -1.668 -2.204
H -6.290 -1.304 -1.797
H -5.165 -2.222 -2.851
H -4.941 -2.237 -1.066
H -3.046 1.690 -2.393
H -0.549 1.722 -2.428
H 1.568 0.584 -2.039
H 3.679 -1.054 -3.191
H 3.568 0.429 -2.235
H 5.923 -1.186 -2.667
H 5.771 0.259 -1.655
H 6.093 -2.467 -0.712
H 5.878 -1.001 0.253
H 3.788 -1.740 0.837
H 3.946 -3.108 -0.267
H -0.141 -0.726 0.639
H -1.306 -2.193 2.273
H -0.713 -4.617 2.389
H 1.072 -5.528 0.880
H 2.249 -4.036 -0.703
H -0.510 -2.569 -2.029
H -2.951 -2.627 -2.255
*
```

Mulliken population analysis, charges in e, atoms 1 to 4:
1. C -0.83
2. O -0.39
3. C 0.89
4. C -0.83

4.
A 4-piece molecular cluster, C13H26Cl2O6 overall, computed with wB97M-V/def2-TZVPD.

## Properties
HOMO energy	-10.32	eV
SMILES	CCOC(C)=O.CCOC(C)=O.CCOC(C)=O.ClCCl

Structure (ORCA input):
```
! RIJCOSX wB97M-V def2-TZVPD def2/J DEFGRID3
* xyz 0 1
C -0.313 1.342 -0.027
Cl 1.194 0.469 -0.314
Cl -0.931 2.120 -1.491
H -1.037 0.608 0.298
H -0.173 2.115 0.714
O -2.818 1.736 1.674
C -3.663 0.927 1.963
O -4.537 0.416 1.078
C -4.157 0.451 -0.308
C -4.778 -0.749 -0.983
C -3.930 0.441 3.351
H -3.071 0.387 -0.384
H -4.485 1.385 -0.760
H -5.829 -0.590 -1.240
H -4.769 -1.606 -0.305
H -4.247 -1.044 -1.886
H -4.235 -0.603 3.377
H -4.773 1.009 3.759
H -3.072 0.626 3.990
O -2.851 -2.936 -1.309
C -1.817 -2.313 -1.296
O -1.143 -2.039 -0.166
C -1.674 -2.603 1.055
C -0.777 -2.157 2.186
C -1.177 -1.682 -2.492
H -1.625 -3.688 0.962
H -2.702 -2.272 1.180
H -1.166 -2.532 3.134
H -0.725 -1.069 2.277
H 0.239 -2.525 2.046
H -1.511 -2.184 -3.391
H -0.090 -1.728 -2.420
H -1.425 -0.618 -2.483
O 7.227 1.451 -1.372
C 6.540 1.115 -0.448
O 5.223 0.840 -0.562
C 4.624 1.119 -1.830
C 4.284 2.584 -1.942
C 7.038 0.916 0.949
H 3.734 0.499 -1.846
H 5.280 0.868 -2.663
H 3.577 2.896 -1.173
H 3.823 2.779 -2.912
H 5.195 3.180 -1.895
H 7.410 1.869 1.327
H 7.867 0.213 0.962
H 6.248 0.575 1.615
*
```

Mulliken population analysis, charges in e, atoms 1 to 4:
1. C 0.60
2. Cl -0.12
3. Cl -0.18
4. H -0.77

5.
C5H7N2S as an isolated structure, computed with wB97M-V/def2-TZVPD.

## Properties
HOMO energy	-13.72	eV

Structure (ORCA input):
```
! RIJCOSX wB97M-V def2-TZVPD def2/J DEFGRID3
* xyz 1 1
C 1.025 -0.961 0.278
C -0.162 1.063 0.551
C 1.989 -0.577 1.319
C -1.810 1.017 -0.842
C -0.982 -0.288 -1.070
N -1.126 1.747 0.198
N 0.062 -0.172 -0.059
S 1.643 1.022 2.122
H 1.136 -1.919 -0.215
H 2.038 -1.365 2.080
H 2.989 -0.531 0.865
H -1.865 1.652 -1.729
H -2.830 0.820 -0.504
H -1.574 -1.195 -0.928
H -0.534 -0.313 -2.066
*
```

Mulliken population analysis, charges in e, atoms 1 to 4:
1. C 0.04
2. C 0.15
3. C -0.61
4. C -0.42

6.
C5H8O2 as an isolated structure, computed with wB97M-V/def2-TZVPD.

## Properties
HOMO energy	-9.23	eV

Structure (ORCA input):
```
! RIJCOSX wB97M-V def2-TZVPD def2/J DEFGRID3
* xyz 0 1
C 0.472 -0.408 -2.022
C -0.418 0.392 -0.229
C -1.134 0.260 1.240
C 0.322 0.256 1.578
C 0.628 -0.521 0.223
H 0.672 0.610 -2.504
H 0.436 -1.208 -3.162
H -0.255 1.566 -0.153
H -1.916 0.989 1.683
H -1.444 -0.768 1.043
H 0.691 1.318 1.614
H 0.975 -0.066 2.500
H 0.300 -1.544 0.613
O -0.723 -0.123 -1.484
O 1.394 -0.755 -0.941
*
```

Mulliken population analysis, charges in e, atoms 1 to 4:
1. C -0.24
2. C 0.05
3. C -0.55
4. C -0.63